(1)
C3H8N4 | ωB97M-V with the def2-TZVPD basis set

Each line ends with the Mulliken charge.
Atoms and positions in Å:
C 2.10590 0.83115 -0.24567  -1.188
C 1.18682 -0.29217 0.20470  -0.262
N -0.09807 -0.15160 -0.42178  -0.097
N -0.88212 1.24769 0.10588  -0.007
N -2.02871 0.95599 0.18368  -0.292
C -2.31231 -0.44648 -0.13568  -0.258
N -1.03273 -1.11216 -0.07263  -0.369
H 1.65460 1.79100 -0.01309  0.339
H 3.06307 0.75241 0.25973  0.379
H 2.26092 0.77480 -1.31845  0.295
H 1.59350 -1.26262 -0.10438  0.318
H 1.09479 -0.29839 1.30473  0.346
H -3.05294 -0.86873 0.53947  0.290
H -2.69537 -0.44490 -1.16209  0.234
H -0.85735 -1.47598 0.87557  0.272

Cartesian forces, eV/Å:
C -0.202 -0.142 0.080
C 0.259 -0.129 0.295
N -1.433 1.534 -0.384
N 1.796 -1.007 -0.378
N -0.961 0.728 0.491
C 0.360 -0.860 -0.668
N 0.007 -0.702 0.623
H 0.053 0.105 0.026
H 0.141 0.027 0.041
H 0.049 0.014 -0.123
H -0.049 0.106 0.076
H 0.018 -0.057 -0.033
H 0.094 -0.003 -0.022
H -0.029 0.047 0.104
H -0.103 0.340 -0.129

Output
E_HOMO = -8.5719 eV
Kohn-Sham gap = 9.63 eV
charge = 0
SMILES = CCN1N=NCN1

(2)
C3H8N4 | ωB97M-V with the def2-TZVPD basis set

Each line ends with the Mulliken charge.
Atoms and positions in Å:
C 0.20984 -0.81673 0.87189  0.281
C -0.87295 1.44954 0.83794  -0.819
C 0.87089 -0.51790 -2.23963  -0.592
N 0.14352 -1.61646 1.87474  -0.554
N -0.90477 -0.76752 2.40085  -0.168
N -0.75419 0.01655 1.09790  0.009
N 1.45207 0.11714 -1.07739  -0.408
H -1.73205 1.66836 0.29651  0.282
H -0.83171 2.03778 1.68670  0.360
H 0.00359 1.75149 0.23913  0.320
H -0.25301 -0.34135 -2.03025  0.230
H 1.06973 0.08689 -3.09722  0.315
H 1.13203 -1.61489 -2.36704  0.259
H -1.89508 -1.14299 2.34200  0.261
H 2.36207 -0.30992 -0.83614  0.224

Cartesian forces, eV/Å:
C 2.596 -1.034 -1.158
C 2.108 -1.432 -1.016
C -2.066 -0.906 1.901
N 0.399 -1.688 0.057
N -1.199 1.971 -1.045
N -2.812 2.205 0.945
N 0.501 -0.460 1.014
H -1.682 0.290 -0.920
H -0.029 0.874 2.096
H -0.342 -0.343 0.085
H 1.452 -0.850 -0.824
H 0.479 0.285 -0.827
H -0.435 1.350 -0.105
H 1.544 -0.324 -0.076
H -0.517 0.064 -0.126

Output
E_HOMO (spin up / spin down) = -9.0860 / -9.0886 eV
Kohn-Sham gap (spin up / spin down) = 8.79 / 8.44 eV
charge = 0

(3)
C3H8N4 | ωB97M-V with the def2-TZVPD basis set

Each line ends with the Mulliken charge.
Atoms and positions in Å:
C 1.06714 -0.46486 -1.00322  -1.010
N 0.27206 -0.02794 0.14110  0.600
C -1.24908 0.09259 -0.16538  0.401
N 0.66670 -0.76729 1.28945  -0.828
C 0.07363 1.53534 0.28625  -0.263
N -1.27591 1.40780 -0.13597  -0.704
N -1.89598 -0.98276 -0.31017  -0.675
H 0.14557 -0.40252 2.08422  0.288
H 0.34779 -1.72454 1.15052  0.296
H -2.88768 -0.85170 -0.46097  0.272
H 0.84178 -1.51494 -1.20411  0.344
H 0.78738 0.12914 -1.87287  0.408
H 2.12785 -0.34544 -0.77885  0.342
H 0.74069 2.11786 -0.35835  0.288
H 0.23806 1.79928 1.33836  0.242

Cartesian forces, eV/Å:
C 0.226 -0.099 -0.349
N -0.172 0.798 0.034
C 0.091 0.087 0.030
N 0.265 0.179 0.392
C 0.457 -0.839 0.219
N -0.655 0.191 -0.133
N 0.003 -0.412 -0.069
H -0.041 -0.013 -0.155
H -0.157 0.082 -0.142
H -0.019 0.121 0.009
H -0.031 0.126 0.055
H -0.035 -0.028 0.098
H -0.116 0.012 0.031
H 0.121 -0.205 0.013
H 0.062 0.001 -0.032

Output
E_HOMO = -7.9148 eV
Kohn-Sham gap = 8.76 eV
charge = 0

What energy above the lowest of the compared OMol25 structures with the same formula, charge and spin values result from the calculations? In sequence: 74.8, 193.4, 77.9 kcal/mol.